(1)
The following is a DFT calculation (ωB97M-V/def2-TZVPD) of a single C5H8O molecule.

Last column: Löwdin charge in e.
Geometry (Å):
C -1.851 0.813 0.008  -0.094
C -1.353 -0.356 -0.857  -0.250
C 0.095 -0.264 -1.069  -0.044
C 1.210 -0.431 -0.640  -0.013
C 2.205 -0.606 0.421  -0.273
O 1.950 0.317 1.466  -0.066
H -2.304 1.607 -0.588  0.071
H -2.594 0.456 0.724  0.071
H -1.025 1.239 0.586  0.067
H -1.422 -1.278 -0.272  0.113
H -1.949 -0.503 -1.758  0.102
H 3.243 -0.567 0.074  0.109
H 2.033 -1.595 0.859  0.123
H 1.763 1.166 1.045  0.084

As for the structure (SMILES): CCC#CCO. Its gap between HOMO and LUMO is 10.5 eV. For the electronic energy, the calculation gives -7359.4724 eV. The value obtained for the relative energy (zero: lowest compared OMol25 entry of this formula, charge and spin) is 268.51 kJ/mol.


(2)
The following is a DFT calculation (ωB97M-V/def2-TZVPD) of a single C5H8O molecule in a non-equilibrium geometry.

Last column: Löwdin charge in e.
Geometry (Å):
C -0.248 -1.442 0.194  -0.096
C -0.064 -0.036 -0.410  -0.344
C -0.767 0.985 0.494  -0.297
O -0.870 2.256 -0.068  -0.081
C 1.370 0.919 -0.818  0.023
C 1.797 -0.208 -0.466  0.023
H 0.194 -1.520 1.193  0.088
H 0.161 -2.234 -0.438  0.081
H -1.325 -1.617 0.290  0.086
H -0.517 -0.028 -1.402  0.132
H -1.791 0.628 0.659  0.126
H -0.252 0.992 1.471  0.132
H 0.003 2.421 -0.471  0.044
H 2.308 -1.117 -0.227  0.083

Its gap between HOMO and LUMO is 11.0 eV. For the electronic energy, the calculation gives -7357.6129 eV. The value obtained for the relative energy (zero: lowest compared OMol25 entry of this formula, charge and spin) is 447.92 kJ/mol.


(3)
The following is a DFT calculation (ωB97M-V/def2-TZVPD) of a single C5H8O molecule in a non-equilibrium geometry.

Last column: Löwdin charge in e.
Geometry (Å):
C -0.799 0.783 -0.554  -0.089
C 0.567 0.568 -1.271  -0.126
C 0.877 -0.457 -0.200  -0.301
O 1.003 0.209 1.096  -0.111
C -0.177 -0.474 1.590  -0.163
C -0.590 -0.704 0.151  -0.156
H -0.695 1.728 0.039  0.121
H -1.688 0.899 -1.166  0.086
H 1.320 1.362 -1.300  0.109
H 0.392 0.175 -2.278  0.111
H 1.648 -1.222 -0.330  0.144
H -0.906 0.122 2.152  0.115
H 0.141 -1.333 2.199  0.118
H -1.077 -1.675 -0.123  0.143

As for the structure (SMILES): C1C[C@H]2OC[C@@H]12. Its gap between HOMO and LUMO is 10.8 eV. For the electronic energy, the calculation gives -7359.4794 eV. The value obtained for the relative energy (zero: lowest compared OMol25 entry of this formula, charge and spin) is 267.83 kJ/mol.


(4)
The following is a DFT calculation (ωB97M-V/def2-TZVPD) of a single C5H8O molecule in a non-equilibrium geometry.

Last column: Löwdin charge in e.
Geometry (Å):
C -2.094 1.145 -0.675  0.012
C -1.890 0.963 0.651  -0.235
O -0.796 0.425 1.221  -0.068
C -0.076 -0.366 0.381  -0.192
C 1.253 -0.287 0.452  -0.122
C 2.241 -1.112 -0.330  -0.109
H -3.033 1.660 -1.011  0.067
H -1.380 0.787 -1.429  0.055
H -2.553 1.326 1.458  0.124
H -0.707 -1.007 -0.195  0.122
H 1.569 0.349 1.275  0.113
H 2.812 -1.840 0.242  0.062
H 1.699 -1.622 -1.208  0.097
H 2.956 -0.420 -0.832  0.074

As for the structure (SMILES): C=CO/C=C/C. Its gap between HOMO and LUMO is 9.8 eV. For the electronic energy, the calculation gives -7360.2355 eV. The value obtained for the relative energy (zero: lowest compared OMol25 entry of this formula, charge and spin) is 194.88 kJ/mol.


(5)
The following is a DFT calculation (ωB97M-V/def2-TZVPD) of a single C5H8O molecule in a non-equilibrium geometry.

Last column: Löwdin charge in e.
Geometry (Å):
C -0.855 1.170 -0.205  -0.179
O -1.681 -0.007 -0.018  -0.169
C -0.942 -1.195 0.191  -0.206
C 0.425 -0.754 -0.342  -0.161
C 1.808 -0.114 -0.041  -0.030
C 0.495 0.706 0.374  -0.159
H -0.990 1.605 -1.156  0.090
H -1.343 1.980 0.496  0.143
H -1.299 -2.028 -0.480  0.125
H -1.155 -1.496 1.196  0.105
H 0.088 -0.529 -1.376  0.132
H 2.412 -0.284 0.781  0.054
H 2.485 0.242 -0.916  0.125
H 0.551 0.706 1.495  0.131

As for the structure (SMILES): C1OC[C@@H]2C[C@@H]12. Its gap between HOMO and LUMO is 9.9 eV. For the electronic energy, the calculation gives -7357.5719 eV. The value obtained for the relative energy (zero: lowest compared OMol25 entry of this formula, charge and spin) is 451.88 kJ/mol.


(6)
The following is a DFT calculation (ωB97M-V/def2-TZVPD) of a single C5H8O molecule in a non-equilibrium geometry.

Last column: Löwdin charge in e.
Geometry (Å):
C 0.330 -1.044 -0.416  -0.182
C 1.333 0.115 -0.223  -0.172
C 0.706 1.163 0.688  -0.137
O -0.046 0.502 1.716  -0.052
C -0.921 0.680 0.673  -0.279
C -1.061 -0.415 -0.337  -0.154
H 0.488 -1.583 -1.352  0.107
H 0.434 -1.756 0.406  0.111
H 1.595 0.606 -1.166  0.108
H 2.277 -0.251 0.206  0.114
H -0.140 1.805 0.162  0.140
H -1.781 1.303 0.949  0.156
H -1.386 -0.007 -1.306  0.123
H -1.827 -1.117 -0.001  0.117

As for the structure (SMILES): C1C[C@@H]2O[C@@H]2C1. Its gap between HOMO and LUMO is 9.4 eV. For the electronic energy, the calculation gives -7358.4702 eV. The value obtained for the relative energy (zero: lowest compared OMol25 entry of this formula, charge and spin) is 365.20 kJ/mol.